Here is a structure of composition C5H11N3O from OMol25. Energies are from wB97M-V/def2-TZVPD.

```
! wB97M-V def2-TZVPD RIJCOSX def2/J DEFGRID3
* xyz 0 1
C -0.293 -1.890 -0.994
C -1.164 -0.752 2.068
C -0.625 0.005 0.945
C -0.252 1.087 0.353
C 0.843 0.498 -0.784
N -0.615 2.395 0.230
N 2.140 0.747 -0.281
O 0.446 -1.048 -0.108
N 0.549 0.722 -2.036
H -1.547 2.630 0.539
H -0.394 2.748 -0.699
H 2.854 0.365 -0.887
H 2.247 0.386 0.661
H 1.257 1.319 -2.455
H -0.838 -2.621 -0.391
H -1.012 -1.348 -1.612
H 0.378 -2.407 -1.679
H -2.016 -0.211 2.498
H -0.418 -0.887 2.857
H -1.541 -1.736 1.776
*
```

Results
Orbital gap, eV: 8.45
Largest force on an atom, eV/Å: 2.55

---

Here is a structure of composition H22O27S4Zn2 from OMol25. Energies are from wB97M-V/def2-TZVPD.

```
! wB97M-V def2-TZVPD RIJCOSX def2/J DEFGRID3
* xyz -4 1
Zn -10.239 20.945 2.017
Zn -12.995 16.714 1.453
S -8.059 18.353 1.970
O -9.117 19.368 1.862
O -6.872 18.902 2.575
O -8.513 17.194 2.738
O -7.823 17.832 0.652
S -8.754 21.798 4.590
O -9.075 23.217 4.569
O -7.557 21.574 3.833
O -8.415 21.350 5.932
O -9.873 21.082 3.966
S -13.094 19.197 2.010
O -14.341 19.922 1.968
O -12.789 18.547 0.769
O -11.906 20.026 2.324
O -13.177 18.019 2.891
S -13.873 14.246 3.567
O -13.379 14.593 4.860
O -13.478 12.917 3.127
O -15.322 14.452 3.799
O -13.435 15.215 2.561
O -14.977 16.972 0.696
H -15.238 17.741 0.186
H -15.778 16.449 0.781
O -11.372 22.662 2.050
H -11.113 23.520 2.395
H -12.303 22.754 1.827
O -12.692 19.453 -1.601
H -12.627 19.166 -0.673
H -13.414 18.939 -1.962
O -10.540 20.793 -0.150
H -9.867 20.949 -0.814
H -11.363 20.748 -0.644
O -14.102 23.077 1.829
H -14.595 23.510 2.527
H -14.347 22.147 1.900
O -14.715 17.315 5.111
H -14.132 17.647 4.419
H -15.263 18.068 5.344
O -10.975 16.426 1.940
H -10.525 15.598 1.765
H -10.273 17.021 2.253
O -10.770 18.538 4.907
H -10.323 19.276 4.474
H -11.534 18.360 4.358
O -12.669 21.631 4.939
H -11.977 22.190 5.300
H -12.380 21.446 4.042
O -16.547 18.743 2.614
H -16.288 18.441 3.488
H -15.820 19.315 2.328
O -16.544 21.081 0.553
H -15.726 20.761 0.948
H -16.739 21.891 1.027
*
```

Results
Orbital gap, eV: 3.69
Largest force on an atom, eV/Å: 5.16

---

Here is a cluster of 2 separate species, C5H15N2 in total from OMol25. Energies are from wB97M-V/def2-TZVPD.

```
! wB97M-V def2-TZVPD RIJCOSX def2/J DEFGRID3
* xyz 1 1
C -1.179 -0.100 2.002
C -0.891 -1.440 2.092
N -1.392 -2.428 1.263
H -2.109 0.163 1.427
H -0.719 0.674 2.606
H -0.223 -1.802 2.881
H -1.922 -1.973 0.508
H -1.952 -3.140 1.645
C -0.580 2.007 -1.512
C 0.475 0.919 -1.695
N 0.973 0.386 -0.387
C 2.169 -0.498 -0.520
H -0.266 2.933 -0.981
H -1.022 2.194 -2.531
H -1.556 1.685 -1.023
H -0.001 0.072 -2.135
H 1.330 1.215 -2.272
H 0.156 0.066 0.182
H 1.343 1.243 0.100
H 1.852 -1.424 -1.022
H 2.583 -0.758 0.486
H 2.933 0.006 -1.117
*
```

Results
Orbital gap, eV: 9.45
Largest force on an atom, eV/Å: 2.72

---

Here is the ion C14H28N with charge +1 from OMol25. Energies are from wB97M-V/def2-TZVPD.

```
! wB97M-V def2-TZVPD RIJCOSX def2/J DEFGRID3
* xyz 1 1
C -6.683 -1.339 -0.196
C -5.417 -0.695 -0.411
C -4.360 -0.155 -0.593
C -3.093 0.501 -0.850
H -3.269 1.543 -1.137
H -2.588 -0.003 -1.678
N -2.194 0.494 0.348
C -1.934 -0.892 0.775
H -2.879 -1.390 0.983
H -1.416 -1.446 -0.004
H -1.321 -0.894 1.674
C -2.875 1.205 1.446
H -2.265 1.185 2.347
H -3.832 0.726 1.651
H -3.059 2.242 1.169
C -0.917 1.206 0.047
C -0.046 0.595 -1.062
H 0.086 1.326 -1.862
H -0.527 -0.274 -1.509
C 1.339 0.173 -0.559
C 2.229 1.366 -0.215
C 3.596 0.954 0.336
C 4.476 0.209 -0.679
C 4.527 -1.307 -0.469
C 5.377 -1.699 0.734
H 6.401 -1.357 0.601
H 4.990 -1.262 1.652
H 5.392 -2.780 0.852
H 4.954 -1.768 -1.361
H 3.518 -1.705 -0.343
H 4.118 0.423 -1.688
H 5.496 0.588 -0.618
H 3.452 0.334 1.223
H 4.107 1.862 0.658
H 1.736 1.997 0.530
H 2.374 1.972 -1.111
H 1.236 -0.473 0.316
H 1.822 -0.407 -1.344
H -1.176 2.236 -0.204
H -0.343 1.227 0.976
H -6.726 -1.756 0.810
H -7.490 -0.618 -0.315
H -6.816 -2.143 -0.918
*
```

Results
Orbital gap, eV: 10.91
Largest force on an atom, eV/Å: 0.98

---

Short version: ΔE to the lowest compared entry with this formula, charge and spin = 4.953, 4.961, 1.561, 0.260 eV, in the order given.